Arrangement i

Here is a cluster of 2 separate species, C9H14 in total from OMol25. Energies are from wB97M-V/def2-TZVPD.

molar mass = 122.21 g mol⁻¹
HOMO = -8.98 eV
LUMO = 0.971 eV
SMILES = Cc1ccccc1.CC

```
! RIJCOSX wB97M-V def2-TZVPD def2/J DEFGRID3
* xyz 0 1
C 0.0372 1.3704 -2.3589
C -1.8140 1.6444 1.4577
C -1.1486 2.7766 0.9659
C -2.0198 0.5105 0.7011
C -0.6495 2.7154 -0.3233
C -1.3021 0.4104 -0.4873
C -0.5739 1.4937 -0.9853
H -2.2188 1.6831 2.4658
H -1.0215 3.6913 1.5543
H -2.8401 -0.1390 1.0176
H -0.2021 3.6632 -0.6818
H -1.3371 -0.4772 -1.1282
H 0.9118 2.0199 -2.5401
H -0.7453 1.3038 -3.1201
H 0.5427 0.4233 -2.5986
C 1.5491 -3.3708 0.2265
C 2.0032 -2.3836 1.3032
H 1.3864 -4.3655 0.6794
H 0.6534 -3.1153 -0.3719
H 2.4222 -3.4838 -0.4463
H 2.3295 -1.4299 0.8974
H 1.1626 -2.0974 1.9927
H 2.8747 -2.8437 1.7801
*
```

So, what does the Löwdin scheme give us? The charges, in e, come out as: -0.07 -0.11 -0.09 -0.09 -0.07 -0.06 -0.28 0.10 0.11 0.11 0.12 0.11 0.08 0.08 0.07 -0.19 -0.19 0.06 0.06 0.06 0.05 0.07 0.06

=====

Arrangement ii

Here is a cluster of 2 separate species, C9H14 in total from OMol25. Energies are from wB97M-V/def2-TZVPD.

molar mass = 122.21 g mol⁻¹
HOMO = -9.02 eV
LUMO = 1.027 eV
SMILES = Cc1ccccc1.CC

```
! RIJCOSX wB97M-V def2-TZVPD def2/J DEFGRID3
* xyz 0 1
C 0.9633 2.6010 1.7639
C 1.1251 3.1078 0.3187
H -0.0582 2.2566 1.8055
H 1.5796 1.7407 2.0817
H 1.1251 3.3397 2.5370
H 2.1187 2.7512 -0.0291
H 1.0687 4.1959 0.2791
H 0.3899 2.7036 -0.3613
C -1.2308 0.1154 1.5378
C -0.4448 -0.7616 -2.0324
C -0.8942 -0.0329 -0.8928
C 0.2679 -1.9407 -1.9208
C -0.5792 -0.5437 0.3386
C 0.4850 -2.4624 -0.6235
C 0.0496 -1.7943 0.5027
H -0.6929 -0.2732 -2.9637
H -1.5856 0.8093 -1.0708
H 0.3444 -2.5175 -2.8337
H 0.8408 -3.4814 -0.5222
H -2.1020 0.7215 1.2809
H -0.4454 0.6997 2.0635
H 0.1577 -2.1961 1.5020
H -1.5498 -0.5423 2.3650
*
```

So, what does the Löwdin scheme give us? The charges, in e, come out as: -0.17 -0.14 0.01 0.08 0.06 0.07 0.06 0.04 -0.07 -0.09 -0.06 -0.09 -0.28 -0.09 -0.05 0.09 0.12 0.10 0.10 0.08 0.04 0.11 0.08

=====

Arrangement iii

Here is an isolated molecule of C9H14 from OMol25. Energies are from wB97M-V/def2-TZVPD.

molar mass = 122.21 g mol⁻¹
HOMO = -8.75 eV
LUMO = 1.189 eV
SMILES = C=C[C@@H]1[C@H](C)[C@H]1/C=C/C

```
! RIJCOSX wB97M-V def2-TZVPD def2/J DEFGRID3
* xyz 0 1
C -3.7334 0.1489 0.1007
C -2.2227 0.3500 0.2104
C -1.3635 -0.3664 -0.4943
C 0.1044 -0.3243 -0.4806
C 0.9649 -1.1740 0.3985
C 2.2262 -1.7344 -0.1785
C 0.8959 0.2348 0.6759
C 2.0091 1.1716 0.4034
C 1.8326 2.2182 -0.3915
H -3.8932 -0.6462 -0.6236
H -4.1104 -0.1778 1.1569
H -4.1841 1.1040 -0.1675
H -2.0309 1.1978 0.8661
H -1.8640 -1.0550 -1.1723
H 0.4918 -0.1749 -1.5144
H 0.3956 -1.7784 1.1384
H 2.1006 -2.2604 -1.1527
H 2.9205 -0.8821 -0.3528
H 2.7430 -2.4366 0.4764
H 0.3869 0.4489 1.6405
H 2.8829 0.9465 1.0617
H 2.6939 2.7601 -0.8140
H 0.7537 2.4295 -0.7868
*
```

So, what does the Löwdin scheme give us? The charges, in e, come out as: -0.11 -0.17 -0.10 -0.22 -0.30 -0.06 -0.28 -0.19 0.00 0.06 0.10 0.06 0.10 0.11 0.16 0.16 0.09 0.08 0.07 0.16 0.12 0.06 0.11

=====

Arrangement iv

Here is a cluster of 2 separate species, C9H14 in total from OMol25. Energies are from wB97M-V/def2-TZVPD.

molar mass = 122.21 g mol⁻¹
HOMO = -9.02 eV
LUMO = 0.951 eV
SMILES = Cc1ccccc1.CC

```
! RIJCOSX wB97M-V def2-TZVPD def2/J DEFGRID3
* xyz 0 1
C 0.7447 -1.2136 -1.2192
C 0.7406 -1.2766 2.6160
C -0.5845 -0.9853 2.8422
C 1.2410 -1.3477 1.3224
C 0.3610 -1.1932 0.2463
C -1.4449 -0.7656 1.7819
C -0.9842 -0.8412 0.4752
H 1.4535 -1.5261 3.3944
H -1.0184 -0.9331 3.8299
H 2.2748 -1.5126 1.0655
H -2.4635 -0.4324 1.9487
H 0.3220 -2.0994 -1.6927
H 1.8279 -1.2967 -1.3401
H -1.5920 -0.6393 -0.3952
H 0.4496 -0.3012 -1.7285
C -0.8238 3.1717 -2.7307
C 0.5634 2.8562 -3.1843
H -1.1361 2.9763 -1.6859
H -1.1927 4.2086 -2.7244
H -1.6862 2.7133 -3.2333
H 1.2972 3.2145 -2.4762
H 0.6614 1.7661 -3.2718
H 0.7203 3.1454 -4.2237
*
```

So, what does the Löwdin scheme give us? The charges, in e, come out as: -0.06 -0.10 -0.11 -0.05 -0.27 -0.09 -0.06 0.10 0.10 0.10 0.10 0.08 0.07 0.11 0.06 -0.21 -0.16 0.06 0.06 0.06 0.07 0.05 0.07

=====

Stability summary: most stable arrangement iv, least stable arrangement iii.